26
Properties=species:S:1:pos:R:3 method="wB97M-V/def2-TZVPD" e_above_lowest_ev=0.704 multiplicity=2 energy_ev=-16720.630 total_charge=-2 largest_force_ha_per_bohr=0.046
C 1.74 -1.48 1.53
C 1.73 -3.00 1.38
C 1.32 -1.07 2.99
O 0.88 -2.04 3.71
O 1.34 0.12 3.36
H 2.75 -1.11 1.54
H 1.04 -0.96 0.89
H 2.13 -3.40 0.46
H 0.69 -3.35 1.42
H 2.18 -3.45 2.27
C -2.35 -0.47 -2.35
C 0.55 1.78 -1.50
C -0.17 0.78 -2.15
C 0.01 2.54 -0.50
C -1.53 0.61 -1.75
C -1.31 2.34 -0.03
C -1.92 1.17 -0.54
O 0.84 3.52 0.04
H 1.58 2.01 -1.79
H 0.25 0.17 -2.95
H 0.45 3.77 0.87
H -1.68 2.98 0.77
H -2.65 -0.18 -3.38
H -3.31 -0.66 -1.85
H -2.80 0.80 0.00
H -1.78 -1.42 -2.43

***

12
Properties=species:S:1:pos:R:3 method="wB97M-V/def2-TZVPD" e_above_lowest_ev=3.744 energy_ev=-20167.356 total_charge=-1 largest_force_ha_per_bohr=0.088
C -1.75 1.26 0.66
C -1.14 0.63 -0.30
C 0.84 -0.01 0.29
O 1.18 -1.53 -1.60
O 1.24 -2.48 0.70
O 1.80 0.52 -0.40
S 0.43 -1.72 -0.32
H -2.81 1.63 0.55
H -1.24 1.85 1.45
H -1.44 0.05 -1.23
H 1.01 0.06 1.39
H 1.90 -0.25 -1.18

***

20
Properties=species:S:1:pos:R:3 method="wB97M-V/def2-TZVPD" e_above_lowest_ev=3.179 energy_ev=-8930.832 largest_force_ha_per_bohr=0.068
C 0.37 -0.26 -0.25
C 0.10 1.15 0.23
C 0.88 -1.28 0.77
C -2.02 -1.26 0.11
C 1.06 2.29 -0.05
N -1.06 -0.56 -0.74
O 1.18 -0.40 -1.39
H 1.53 0.47 -1.62
H -0.97 -1.03 -1.64
H -0.09 1.14 1.31
H -1.16 0.81 -0.39
H 1.88 -0.98 1.08
H 0.24 -1.32 1.66
H 0.94 -2.29 0.35
H -2.21 -0.66 0.99
H -1.67 -2.26 0.39
H -2.96 -1.38 -0.44
H 2.03 2.15 0.44
H 0.65 3.24 0.31
H 1.26 2.41 -1.12

***

32
Properties=species:S:1:pos:R:3 method="wB97M-V/def2-TZVPD" e_above_lowest_ev=4.046 energy_ev=-14685.502 total_charge=+1 largest_force_ha_per_bohr=0.091
C -2.85 1.17 -1.21
C -1.61 0.73 -0.91
C -3.03 -0.13 0.55
C 0.90 -1.38 -1.24
C 2.08 -0.55 -0.83
C -0.01 -1.79 -0.06
C 1.11 1.24 0.88
C 1.84 0.94 -0.35
C -0.57 -0.72 0.87
C 3.28 1.56 -0.34
C -0.89 -1.13 2.26
N -3.73 0.63 -0.31
N -1.71 -0.05 0.24
H -3.17 1.81 -2.08
H -0.66 1.05 -1.24
H -3.52 -0.67 1.39
H 0.35 -0.72 -2.02
H 1.09 -2.36 -1.83
H 2.57 -1.10 -0.07
H 2.71 -0.46 -1.70
H -0.93 -2.37 -0.39
H 0.47 -2.52 0.42
H 1.48 1.06 1.82
H 0.21 1.94 0.88
H 1.42 1.40 -1.23
H 3.44 2.19 0.54
H 3.32 2.22 -1.22
H 4.10 0.85 -0.39
H -1.87 -1.54 2.52
H -0.90 -0.25 2.90
H -0.20 -1.91 2.49
H -4.70 0.84 -0.33

***

19
Properties=species:S:1:pos:R:3 method="wB97M-V/def2-TZVPD" e_above_lowest_ev=5.210 energy_ev=-8459.144 largest_force_ha_per_bohr=0.010
C 2.17 0.20 -0.33
C 1.09 -0.12 0.70
C -0.30 -0.31 0.17
C -0.44 -1.06 -1.12
C -1.46 -0.18 1.09
C -1.99 0.87 0.17
O -0.71 1.67 -0.04
H 1.94 1.13 -0.85
H 2.28 -0.60 -1.07
H 3.14 0.32 0.17
H 1.07 0.64 1.49
H 1.31 -1.08 1.19
H -0.06 -0.46 -1.95
H 0.19 -1.96 -1.07
H -1.48 -1.31 -1.31
H -1.16 0.04 2.13
H -2.10 -1.08 1.07
H -2.78 1.50 0.57
H -0.70 1.80 -1.00

***

11
Properties=species:S:1:pos:R:3 method="wB97M-V/def2-TZVPD" e_above_lowest_ev=1.023 energy_ev=-18351.504 largest_force_ha_per_bohr=0.097 smiles="[O-][N+]#CC(F)(F)F.N=C=O"
C -0.50 0.65 -1.11
C 0.99 -0.24 1.66
C -1.19 -0.60 -1.53
N -0.19 1.32 -0.24
N 2.03 -0.09 2.20
O 0.04 -0.73 1.22
O 0.30 2.02 0.57
F -2.13 -0.79 -0.62
F -1.76 -0.59 -2.73
F -0.33 -1.64 -1.51
H 2.75 0.70 2.10

***

13
Properties=species:S:1:pos:R:3 method="wB97M-V/def2-TZVPD" e_above_lowest_ev=0.916 energy_ev=-16576.913 total_charge=-1 largest_force_ha_per_bohr=0.016
S 2.60 1.31 0.05
H 3.62 2.09 0.45
C -0.04 -0.22 -1.48
N -0.99 -0.66 -0.47
C -0.75 -0.11 0.84
O -1.51 -0.90 1.75
H 0.25 0.80 -1.26
H -0.49 -0.26 -2.48
H 0.87 -0.83 -1.53
H -1.10 -1.66 -0.37
H 0.32 -0.13 1.10
H -1.06 0.94 0.88
H -1.73 -0.36 2.51

***

33
Properties=species:S:1:pos:R:3 method="wB97M-V/def2-TZVPD" e_above_lowest_ev=0.057 energy_ev=-32993.359 largest_force_ha_per_bohr=0.022 smiles="Cc1nnc(SCC(=O)N2CCCC2)n(N)c1=O"
C 4.16 2.03 -0.96
C 3.07 1.06 -0.67
N 1.98 1.10 -1.36
N 0.98 0.26 -1.13
C 1.09 -0.64 -0.19
N 2.19 -0.75 0.59
C 3.29 0.10 0.41
O 4.26 -0.01 1.13
N 2.31 -1.77 1.53
H 3.23 -1.65 1.97
H 1.57 -1.74 2.22
S -0.23 -1.73 0.15
C -1.38 -1.33 -1.19
H -1.51 -2.23 -1.78
H -0.90 -0.55 -1.78
C -2.76 -0.91 -0.68
O -3.73 -1.61 -0.88
N -2.84 0.25 -0.02
C -1.78 1.20 0.28
C -2.53 2.48 0.63
H -2.79 3.02 -0.28
C -3.80 1.95 1.31
C -4.13 0.72 0.47
H -4.77 0.97 -0.39
H -4.62 -0.08 1.03
H -3.58 1.66 2.33
H -4.61 2.67 1.32
H -1.95 3.14 1.28
H -1.20 0.85 1.14
H -1.10 1.33 -0.57
H 4.40 2.60 -0.07
H 5.07 1.49 -1.25
H 3.86 2.69 -1.76

***

63
Properties=species:S:1:pos:R:3 method="wB97M-V/def2-TZVPD" e_above_lowest_ev=1.292 multiplicity=2 energy_ev=-221086.009 total_charge=+1 largest_force_ha_per_bohr=0.065
Co 0.30 -0.73 0.53
N -1.05 0.61 -3.87
C -0.72 -0.24 -2.87
N -0.17 0.12 -1.76
C 0.06 1.47 -1.55
N 0.31 1.92 -0.36
N 0.38 1.13 0.66
C 0.31 1.63 1.88
C 0.47 0.77 2.98
C 0.49 1.22 4.32
C 0.66 0.31 5.33
C 0.77 -1.05 5.01
C 0.74 -1.42 3.68
N 0.60 -0.55 2.68
C -0.04 2.40 -2.64
C 0.41 3.71 -2.56
C 0.24 4.56 -3.64
C -0.40 4.12 -4.79
C -0.87 2.82 -4.88
C -0.66 1.95 -3.82
H -1.53 0.28 -4.69
H -0.94 -1.28 -3.05
H 0.13 2.69 2.01
H 0.40 2.28 4.51
H 0.71 0.63 6.36
H 0.88 -1.79 5.78
H 0.82 -2.46 3.40
H 0.88 4.05 -1.65
H 0.59 5.57 -3.58
H -0.55 4.80 -5.62
H -1.38 2.48 -5.77
Br -4.46 -0.36 -0.42
C -3.46 -1.92 -0.06
C -4.05 -3.18 -0.14
C -3.31 -4.32 0.08
Br -4.18 -6.01 0.02
C -1.92 -4.25 0.36
C -1.07 -5.35 0.58
C 0.26 -5.10 0.86
C 0.75 -3.80 0.88
N -0.02 -2.74 0.62
C -1.34 -2.96 0.42
C -2.11 -1.77 0.28
O -1.54 -0.63 0.47
H -5.10 -3.26 -0.38
H -1.46 -6.35 0.55
H 0.95 -5.91 1.05
H 1.79 -3.61 1.11
C 4.54 -3.37 -1.55
C 3.89 -2.18 -0.95
C 4.45 -1.02 -0.46
C 3.39 -0.25 0.04
N 2.24 -0.90 -0.12
N 2.56 -2.06 -0.74
C 3.56 1.11 0.60
H 5.56 -3.43 -1.20
H 4.55 -3.30 -2.64
H 4.02 -4.30 -1.28
H 5.48 -0.75 -0.46
H 1.85 -2.72 -1.02
H 4.40 1.11 1.30
H 2.68 1.47 1.11
H 3.81 1.80 -0.21

***

42
Properties=species:S:1:pos:R:3 method="wB97M-V/def2-TZVPD" e_above_lowest_ev=13.620 energy_ev=-43076.408 largest_force_ha_per_bohr=0.325
C 2.23 4.81 -4.17
H 1.09 4.73 -3.90
O 2.69 3.32 -4.25
C 2.55 2.58 -3.28
C 1.97 2.99 -2.20
C 2.04 2.28 -1.01
C 2.44 1.08 -1.11
C 2.93 0.33 -2.42
C 3.04 1.21 -3.52
O 3.44 0.66 -4.55
C 3.63 1.24 -5.77
H 4.21 2.09 -5.96
H 3.61 0.53 -6.65
H 2.48 1.57 -6.00
H 3.20 -0.69 -2.58
C 2.41 0.05 0.08
C 0.82 -0.30 0.40
N -0.06 -0.04 -0.33
N -1.21 -0.67 0.24
C -1.04 -1.00 1.40
N -2.17 -1.60 1.94
C -1.87 -2.01 3.31
O -0.84 -2.27 3.84
C -3.17 -2.48 4.02
C -4.49 -2.62 3.47
C -5.70 -2.90 4.33
C -5.60 -3.54 5.33
C -4.05 -4.01 5.87
C -3.05 -3.25 5.08
H -2.11 -3.53 5.44
H -3.90 -4.58 6.70
H -6.31 -4.07 5.85
H -6.65 -2.63 3.98
F -4.96 -1.55 2.39
H -3.11 -1.37 1.54
S 0.67 -1.28 2.05
H 2.85 -1.17 -0.25
H 2.91 0.54 1.12
H 1.75 2.54 -0.01
H 2.02 4.12 -1.89
H 2.31 5.34 -5.12
H 3.00 5.55 -3.44

***

157
Properties=species:S:1:pos:R:3 method="wB97M-V/def2-TZVPD" energy_ev=-260870.421 largest_force_ha_per_bohr=0.074
Zn 0.98 -0.33 -0.74
C -2.82 0.09 0.32
C -1.33 -0.13 0.03
O -0.81 0.77 -0.67
O -0.72 -1.23 0.31
H -3.02 1.16 0.27
H -3.26 -0.29 1.22
H -3.33 -0.40 -0.53
As 4.08 -2.57 -0.87
F 5.54 -3.25 -1.55
F 4.61 -2.77 0.77
F 2.55 -1.86 -0.21
F 3.44 -2.24 -2.43
F 3.38 -4.11 -0.84
F 4.69 -0.93 -0.91
C -2.64 -1.73 7.67
O -1.69 -1.91 6.61
C -1.83 -1.04 5.64
O -2.69 -0.14 5.64
O -0.89 -1.21 4.73
C -0.91 -0.46 3.48
H -2.57 -2.57 8.42
H -3.63 -1.72 7.18
H -2.49 -0.78 8.10
H -1.08 0.58 3.72
H -1.69 -0.89 2.88
H 0.07 -0.50 3.02
C 6.42 1.04 1.85
C 5.40 0.00 2.24
O 4.13 0.47 1.57
P 2.72 0.53 2.24
O 1.58 0.54 1.29
O 2.56 -0.50 3.43
C 2.41 -1.96 3.20
C 2.26 -2.52 4.60
O 2.76 1.94 3.05
C 1.59 2.44 3.52
C 1.39 1.95 5.03
H 6.97 0.85 0.90
H 5.89 1.99 1.81
H 7.22 1.27 2.59
H 5.59 -0.99 1.86
H 5.19 -0.04 3.30
H 1.48 -2.07 2.62
H 3.33 -2.24 2.63
H 1.40 -1.97 4.97
H 2.02 -3.59 4.55
H 3.08 -2.46 5.30
H 1.72 3.50 3.41
H 0.78 2.08 2.84
H 1.08 0.90 5.09
H 2.40 2.05 5.42
H 0.74 2.57 5.77
C 4.19 4.29 1.09
C 2.95 4.38 0.29
O 2.47 3.05 -0.11
P 2.46 2.58 -1.62
O 2.03 1.17 -1.69
O 1.46 3.58 -2.39
C -0.03 3.33 -2.33
C -0.53 4.11 -3.53
O 3.87 2.99 -2.26
C 5.01 2.08 -2.20
C 4.98 1.17 -3.35
H 4.03 3.74 2.01
H 4.99 3.82 0.50
H 4.57 5.30 1.32
H 2.04 4.75 0.84
H 2.92 4.96 -0.61
H -0.29 2.31 -2.44
H -0.53 3.79 -1.41
H -0.27 5.14 -3.54
H -0.17 3.76 -4.49
H -1.63 4.01 -3.52
H 5.80 2.83 -2.20
H 4.98 1.52 -1.29
H 5.10 1.73 -4.25
H 5.80 0.44 -3.32
H 4.14 0.55 -3.38
C -3.82 -3.39 0.64
C -2.73 -3.74 1.64
O -1.90 -4.66 0.99
P -0.58 -4.99 1.80
O 0.26 -3.89 2.31
O -1.09 -6.05 2.89
C -0.78 -5.79 4.29
C -1.87 -6.45 5.09
O 0.12 -5.94 0.71
C 0.96 -5.25 -0.26
C 0.16 -4.32 -1.18
H -3.38 -3.15 -0.32
H -4.40 -4.32 0.45
H -4.45 -2.58 0.97
H -2.11 -2.83 1.88
H -3.16 -4.18 2.55
H 0.21 -6.16 4.41
H -0.69 -4.66 4.47
H -1.56 -6.58 6.13
H -2.80 -5.86 5.07
H -2.11 -7.51 4.70
H 1.72 -4.78 0.24
H 1.28 -6.14 -0.82
H -0.59 -4.97 -1.62
H -0.25 -3.45 -0.67
H 0.77 -4.04 -2.00
C 0.33 1.31 -6.34
C 0.77 0.85 -5.06
O 1.13 -0.59 -5.13
P 0.39 -1.54 -4.10
O 0.87 -1.41 -2.69
O -1.12 -1.12 -4.36
C -2.28 -1.40 -3.57
C -3.41 -1.81 -4.58
O 0.50 -2.94 -4.72
C 1.70 -3.74 -4.99
C 1.12 -5.15 -5.36
H -0.52 0.76 -6.76
H 0.17 2.37 -6.25
H 1.16 1.23 -7.05
H 1.74 1.30 -4.86
H 0.18 1.07 -4.16
H -2.04 -2.22 -2.83
H -2.51 -0.47 -3.01
H -3.38 -1.19 -5.49
H -3.25 -2.88 -4.90
H -4.39 -1.81 -4.09
H 2.24 -3.30 -5.84
H 2.29 -3.70 -4.10
H 0.27 -5.46 -4.70
H 0.82 -5.25 -6.42
H 1.92 -5.89 -5.22
C -6.03 1.50 -2.18
C -5.74 2.35 -1.03
O -4.58 3.12 -1.36
P -4.06 4.33 -0.50
O -5.00 4.67 0.56
O -2.59 3.97 -0.04
C -2.05 4.09 1.29
C -0.60 4.51 1.09
O -3.75 5.47 -1.55
C -4.94 5.94 -2.27
C -5.14 7.32 -1.89
H -6.12 2.14 -3.02
H -5.16 0.91 -2.43
H -6.96 0.94 -2.04
H -6.63 3.08 -0.94
H -5.57 1.80 -0.09
H -2.61 4.79 1.85
H -2.17 3.16 1.82
H 0.03 3.74 0.65
H -0.52 5.40 0.49
H -0.15 4.83 2.02
H -4.70 5.63 -3.32
H -5.74 5.30 -1.98
H -4.15 7.78 -2.03
H -5.92 7.72 -2.60
H -5.41 7.44 -0.81

***

23
Properties=species:S:1:pos:R:3 method="wB97M-V/def2-TZVPD" e_above_lowest_ev=1.835 multiplicity=2 energy_ev=-20800.786 total_charge=+1 largest_force_ha_per_bohr=0.117
C -1.57 -0.91 -1.81
C -1.78 -0.05 -0.53
C -1.10 -0.65 0.60
S -0.88 0.62 2.07
C 0.74 1.55 1.82
N -1.23 -0.21 -2.97
H -0.91 -1.85 -1.64
H -2.50 -1.53 -2.09
H -1.37 0.82 -0.74
H -2.85 -0.04 -0.45
H -1.57 -1.63 0.91
H -0.14 -0.97 0.29
H 1.27 1.10 0.83
H 1.32 1.32 2.71
H 0.73 2.55 1.68
H -2.06 0.19 -3.52
H -0.43 0.46 -2.95
H 1.26 -2.89 3.42
H 2.80 -3.05 3.28
O 1.99 -3.27 2.94
H 3.50 2.60 -1.55
H 2.25 3.04 -0.74
O 2.53 2.83 -1.57

***

Repeat the tenth record exactly.
42
Properties=species:S:1:pos:R:3 method="wB97M-V/def2-TZVPD" e_above_lowest_ev=13.620 energy_ev=-43076.408 largest_force_ha_per_bohr=0.325
C 2.23 4.81 -4.17
H 1.09 4.73 -3.90
O 2.69 3.32 -4.25
C 2.55 2.58 -3.28
C 1.97 2.99 -2.20
C 2.04 2.28 -1.01
C 2.44 1.08 -1.11
C 2.93 0.33 -2.42
C 3.04 1.21 -3.52
O 3.44 0.66 -4.55
C 3.63 1.24 -5.77
H 4.21 2.09 -5.96
H 3.61 0.53 -6.65
H 2.48 1.57 -6.00
H 3.20 -0.69 -2.58
C 2.41 0.05 0.08
C 0.82 -0.30 0.40
N -0.06 -0.04 -0.33
N -1.21 -0.67 0.24
C -1.04 -1.00 1.40
N -2.17 -1.60 1.94
C -1.87 -2.01 3.31
O -0.84 -2.27 3.84
C -3.17 -2.48 4.02
C -4.49 -2.62 3.47
C -5.70 -2.90 4.33
C -5.60 -3.54 5.33
C -4.05 -4.01 5.87
C -3.05 -3.25 5.08
H -2.11 -3.53 5.44
H -3.90 -4.58 6.70
H -6.31 -4.07 5.85
H -6.65 -2.63 3.98
F -4.96 -1.55 2.39
H -3.11 -1.37 1.54
S 0.67 -1.28 2.05
H 2.85 -1.17 -0.25
H 2.91 0.54 1.12
H 1.75 2.54 -0.01
H 2.02 4.12 -1.89
H 2.31 5.34 -5.12
H 3.00 5.55 -3.44